Entry 1:
{
  "formula": "C20H22NO2",
  "method": "ωB97M-V/def2-TZVPD",
  "total_energy_ha": -980.29172,
  "total_charge": 1,
  "lumo_ev": -2.58,
  "e_homo_ev": -11.17,
  "e_above_lowest_kj_mol": 184.4,
  "elements": ["O", "C", "C", "C", "C", "C", "N", "C", "C", "C", "C", "C", "C", "C", "C", "C", "O", "C", "C", "C", "C", "C", "C", "H", "H", "H", "H", "H", "H", "H", "H", "H", "H", "H", "H", "H", "H", "H", "H", "H", "H", "H", "H", "H", "H"],
  "xyz": [[-1.922, 2.330, 0.898], [-2.526, 2.232, -0.381], [-1.508, 1.911, -1.458], [-2.182, 1.928, -2.822], [-1.503, 0.915, -3.727], [-0.828, -0.090, -2.805], [-0.773, 0.528, -1.424], [-0.880, -0.314, -0.248], [-0.066, 0.331, 0.826], [1.083, -0.202, 1.297], [1.850, 0.281, 2.426], [1.456, 1.421, 3.167], [2.218, 1.858, 4.252], [3.374, 1.158, 4.629], [3.756, 0.011, 3.914], [3.000, -0.421, 2.829], [1.652, -1.266, 0.657], [0.870, -2.088, -0.128], [1.421, -3.331, -0.458], [0.656, -4.227, -1.186], [-0.657, -3.900, -1.551], [-1.208, -2.677, -1.176], [-0.404, -1.718, -0.521], [-2.569, 2.633, 1.554], [-3.353, 1.497, -0.396], [-2.911, 3.241, -0.608], [-0.683, 2.636, -1.410], [-3.227, 1.631, -2.675], [-2.212, 2.950, -3.212], [-2.246, 0.403, -4.350], [-0.765, 1.367, -4.394], [-1.376, -1.024, -2.765], [0.200, -0.330, -3.094], [0.195, 0.845, -1.397], [-1.944, -0.339, 0.017], [-0.383, 1.296, 1.200], [0.537, 1.939, 2.888], [1.918, 2.744, 4.814], [3.980, 1.496, 5.468], [4.642, -0.559, 4.194], [3.292, -1.325, 2.296], [2.434, -3.543, -0.119], [1.083, -5.197, -1.446], [-1.252, -4.601, -2.141], [-2.240, -2.429, -1.437]],
  "atomic_forces_ev_per_a": [[-0.6, 0.2, 0.2], [-0.1, 0.2, 0.5], [0.4, 0.0, -0.2], [-0.7, 0.3, 0.1], [0.3, 0.0, -0.4], [-0.4, -0.4, -0.3], [1.0, 2.0, -2.1], [-0.4, -1.3, 1.8], [0.8, -0.1, 0.8], [-1.2, 0.1, -1.6], [0.9, 0.5, 1.2], [0.3, -0.4, -0.1], [0.1, -0.2, -0.1], [0.0, -0.3, -0.5], [-0.2, 0.4, 0.2], [-0.2, 0.1, 0.0], [0.0, -0.7, 0.2], [0.3, 0.1, 0.3], [-0.2, 0.3, 0.1], [0.1, 0.1, 0.0], [-0.4, 0.1, 0.0], [0.7, -0.1, -0.1], [-0.4, -0.3, 0.0], [0.2, -0.1, -0.4], [0.2, 0.3, 0.0], [-0.1, -0.5, -0.5], [-0.3, -0.1, 0.1], [0.1, 0.0, 0.0], [0.1, -0.3, -0.1], [0.3, 0.2, 0.0], [-0.2, 0.1, 0.1], [0.0, 0.1, 0.1], [-0.3, 0.0, 0.1], [0.1, -0.1, 0.3], [0.1, 0.0, 0.0], [0.0, -0.7, 0.2], [0.3, 0.0, 0.2], [0.1, -0.3, -0.2], [-0.2, 0.0, -0.2], [-0.2, 0.2, 0.0], [0.0, 0.3, 0.1], [-0.3, -0.1, -0.1], [-0.2, 0.3, 0.0], [0.2, 0.2, 0.3], [0.3, -0.1, 0.1]],
  "lowdin_charge": [-0.077, -0.197, -0.177, -0.128, -0.129, -0.066, 0.010, -0.201, 0.038, -0.185, -0.145, -0.011, -0.066, -0.063, -0.061, -0.011, 0.054, -0.170, 0.025, -0.051, -0.061, -0.041, -0.115, 0.124, 0.140, 0.149, 0.172, 0.127, 0.137, 0.127, 0.123, 0.105, 0.151, 0.180, 0.165, 0.084, 0.107, 0.110, 0.109, 0.111, 0.118, 0.132, 0.119, 0.115, 0.124]
}

Entry 2:
{
  "formula": "C20H20ClMgN2O6S",
  "method": "ωB97M-V/def2-TZVPD",
  "total_energy_ha": -2393.83619,
  "total_charge": -1,
  "lumo_ev": 2.08,
  "e_homo_ev": -5.24,
  "e_above_lowest_kj_mol": 0.0,
  "elements": ["Mg", "Cl", "C", "C", "C", "C", "O", "C", "C", "N", "C", "C", "C", "C", "C", "C", "C", "C", "N", "C", "C", "H", "H", "H", "H", "H", "H", "H", "H", "H", "H", "O", "S", "O", "O", "O", "C", "C", "O", "C", "C", "H", "H", "H", "H", "H", "H", "H", "H", "H", "H"],
  "xyz": [[-0.198, -0.392, 0.115], [-4.403, 5.542, 0.297], [-3.689, 3.942, 0.293], [-4.330, 2.899, -0.381], [-3.792, 1.639, -0.384], [-2.561, 1.340, 0.265], [-2.102, 0.150, 0.259], [-1.927, 2.431, 0.938], [-0.699, 2.259, 1.683], [0.050, 1.230, 1.570], [1.182, 1.056, 2.395], [1.976, 2.051, 2.891], [3.097, 1.728, 3.693], [3.409, 0.429, 3.966], [2.618, -0.622, 3.436], [2.909, -1.997, 3.632], [2.124, -2.936, 3.038], [1.037, -2.510, 2.238], [0.717, -1.260, 2.069], [1.505, -0.310, 2.648], [-2.513, 3.705, 0.954], [-5.262, 3.096, -0.896], [-4.289, 0.826, -0.897], [-0.445, 3.057, 2.391], [1.765, 3.084, 2.648], [3.719, 2.527, 4.075], [4.276, 0.183, 4.565], [3.769, -2.281, 4.226], [2.333, -3.993, 3.126], [0.447, -3.233, 1.688], [-2.019, 4.507, 1.490], [1.747, -1.789, -2.628], [1.546, -1.756, -1.194], [2.436, -2.616, -0.429], [0.086, -2.085, -0.847], [1.622, -0.316, -0.664], [-1.826, -0.603, -3.075], [-1.401, 0.834, -3.251], [-0.603, 1.260, -2.153], [0.006, 2.508, -2.422], [0.983, 2.864, -1.327], [-2.452, -0.897, -3.923], [-2.403, -0.737, -2.163], [-0.962, -1.261, -3.030], [-2.274, 1.503, -3.340], [-0.807, 0.939, -4.171], [-0.777, 3.278, -2.522], [0.530, 2.441, -3.388], [0.469, 3.212, -0.431], [1.636, 3.671, -1.670], [1.598, 2.002, -1.074]],
  "atomic_forces_ev_per_a": [[-0.4, 0.3, 0.3], [0.0, 0.0, 0.0], [0.1, 0.1, 0.1], [-0.1, -0.1, -0.1], [-0.1, 0.1, 0.0], [0.0, 0.0, 0.0], [0.1, -0.2, -0.2], [0.2, 0.2, 0.2], [-0.3, -0.1, -0.1], [0.3, 0.1, 0.1], [-0.3, -0.1, -0.2], [0.2, 0.0, 0.1], [-0.1, 0.1, -0.1], [-0.1, -0.1, 0.0], [0.2, -0.1, 0.1], [0.0, 0.0, 0.0], [0.0, 0.1, 0.0], [0.1, -0.3, -0.1], [0.1, 0.3, -0.1], [-0.1, 0.1, -0.1], [-0.1, 0.0, -0.1], [0.0, 0.0, 0.0], [0.0, 0.0, 0.0], [0.0, 0.0, 0.0], [0.0, 0.0, 0.0], [0.0, 0.0, 0.0], [0.0, 0.0, 0.0], [0.0, 0.0, 0.0], [0.0, 0.0, 0.0], [0.0, 0.0, 0.0], [0.0, 0.0, 0.0], [0.0, 0.0, 0.0], [-0.3, 0.4, 0.2], [0.1, -0.1, 0.0], [0.1, -0.2, -0.1], [0.3, -0.3, -0.1], [-0.1, 0.0, -0.1], [0.1, 0.1, 0.0], [-0.1, -0.1, 0.0], [-0.1, -0.1, -0.1], [0.1, 0.2, 0.0], [0.0, 0.0, 0.0], [0.0, 0.0, 0.1], [0.1, 0.0, 0.0], [0.1, 0.0, 0.0], [-0.1, 0.0, 0.0], [0.1, 0.0, 0.0], [0.0, 0.0, 0.1], [0.0, 0.0, 0.0], [0.0, 0.0, 0.0], [0.0, -0.1, 0.0]],
  "lowdin_charge": [0.622, 0.597, -0.684, -0.114, -0.004, -0.368, -0.093, -0.136, -0.078, 0.076, -0.179, -0.013, -0.080, -0.043, -0.145, -0.007, -0.031, -0.102, 0.101, -0.143, -0.082, 0.100, 0.115, 0.130, 0.107, 0.098, 0.106, 0.113, 0.106, 0.124, 0.108, -0.346, 0.309, -0.357, -0.428, -0.423, -0.060, -0.266, -0.179, -0.268, -0.058, 0.077, 0.064, 0.065, 0.116, 0.118, 0.121, 0.118, 0.054, 0.076, 0.066]
}

Entry 3:
{
  "formula": "C12H36FO6",
  "method": "ωB97M-V/def2-TZVPD",
  "total_energy_ha": -1029.96830,
  "total_charge": -1,
  "lumo_ev": 3.22,
  "e_homo_ev": -5.61,
  "e_above_lowest_kj_mol": 556.4,
  "elements": ["F", "C", "C", "O", "H", "H", "H", "H", "H", "H", "C", "C", "O", "H", "H", "H", "H", "H", "H", "C", "C", "O", "H", "H", "H", "H", "H", "H", "C", "C", "O", "H", "H", "H", "H", "H", "H", "C", "C", "O", "H", "H", "H", "H", "H", "H", "C", "C", "O", "H", "H", "H", "H", "H", "H"],
  "xyz": [[-99.640, -121.460, -122.187], [-101.254, -123.324, -126.132], [-101.353, -122.837, -124.762], [-99.982, -123.063, -124.204], [-100.937, -124.439, -126.178], [-100.718, -122.522, -126.545], [-102.333, -123.152, -126.539], [-101.986, -123.467, -124.103], [-101.732, -121.985, -124.642], [-99.874, -122.530, -123.396], [-103.467, -119.583, -120.292], [-102.445, -120.680, -120.695], [-102.118, -120.595, -122.058], [-103.065, -118.657, -120.650], [-103.499, -119.719, -119.260], [-104.393, -119.839, -120.817], [-102.885, -121.707, -120.312], [-101.372, -120.638, -120.319], [-101.309, -120.780, -122.359], [-97.014, -119.529, -118.576], [-97.570, -119.720, -119.979], [-98.892, -120.314, -119.984], [-96.942, -120.304, -117.737], [-97.516, -118.649, -118.205], [-96.013, -119.313, -118.763], [-96.831, -120.314, -120.372], [-97.497, -118.880, -120.662], [-98.850, -120.792, -120.759], [-95.303, -122.733, -124.221], [-96.772, -122.372, -123.948], [-96.943, -122.356, -122.569], [-95.186, -122.740, -125.392], [-95.153, -123.753, -123.695], [-94.633, -121.995, -123.902], [-97.317, -123.148, -124.595], [-97.094, -121.538, -124.423], [-97.904, -122.201, -122.552], [-100.666, -125.569, -120.305], [-100.610, -124.274, -121.228], [-100.533, -123.159, -120.467], [-99.735, -125.739, -119.844], [-101.157, -126.391, -120.864], [-101.222, -125.448, -119.379], [-101.365, -124.228, -121.957], [-99.747, -124.407, -121.960], [-100.163, -122.258, -121.142], [-99.410, -117.826, -125.082], [-99.644, -119.228, -124.498], [-98.792, -119.383, -123.415], [-98.345, -117.765, -125.543], [-99.620, -117.101, -124.403], [-100.047, -117.865, -125.967], [-99.667, -120.100, -125.245], [-100.822, -119.249, -124.044], [-98.969, -120.330, -123.073]],
  "atomic_forces_ev_per_a": [[0.3, -0.4, -0.1], [-3.4, -1.3, -0.7], [4.0, -8.9, 2.8], [-1.3, 0.9, -0.9], [-0.2, 2.3, -0.3], [1.6, 0.1, -1.7], [1.6, -0.8, 0.2], [-0.1, -0.1, -0.5], [-2.3, 7.6, 0.7], [-0.2, 0.0, -0.1], [1.6, -1.8, -2.4], [2.0, -1.4, 0.7], [-7.5, 1.3, -0.2], [-0.1, 0.8, 0.2], [-0.6, 0.5, 1.9], [0.0, 0.3, 0.4], [0.9, 1.6, -1.2], [-1.8, 0.4, 1.3], [5.1, -1.4, -0.6], [-1.3, 0.5, 0.9], [-1.5, -0.8, 1.6], [1.8, 2.3, 2.6], [-0.9, 0.4, -1.8], [0.1, 0.4, 0.9], [2.0, 0.9, 0.0], [1.2, -2.5, -1.6], [-0.4, 1.0, 0.6], [-0.7, -1.8, -2.7], [-1.4, -1.6, -2.1], [2.2, -4.0, -1.3], [-1.5, -0.1, -0.3], [0.0, -0.6, 2.2], [0.2, 1.6, -1.2], [1.1, 0.9, 0.9], [0.0, 0.3, 1.7], [-0.6, 3.4, -1.1], [0.1, 0.0, 1.2], [-1.7, 1.2, -1.2], [2.1, -2.3, 0.0], [1.4, 4.3, -1.0], [1.7, -0.8, -0.3], [0.9, 0.1, 0.4], [-0.9, 0.6, -0.2], [-2.1, -0.2, -0.7], [-0.2, 0.0, 1.1], [-1.2, -3.4, 2.1], [1.9, -4.0, -3.7], [-3.3, 0.1, 1.0], [0.4, -2.2, 0.2], [-1.5, 0.1, 1.2], [-0.5, 2.2, 1.8], [-0.3, 0.9, 0.0], [0.6, 1.3, 0.7], [2.6, 0.2, -1.3], [0.3, 2.0, -0.1]],
  "lowdin_charge": [-0.378, -0.101, -0.307, -0.121, 0.119, 0.047, 0.106, 0.116, 0.025, 0.005, -0.077, -0.317, -0.073, 0.062, 0.040, 0.072, 0.132, 0.110, -0.049, -0.092, -0.286, -0.049, 0.103, 0.056, 0.034, 0.069, 0.116, -0.028, -0.098, -0.382, -0.052, 0.101, 0.101, 0.027, 0.124, 0.062, 0.046, -0.075, -0.398, -0.163, 0.035, 0.067, 0.050, 0.063, 0.112, 0.127, -0.100, -0.376, -0.119, 0.102, 0.026, 0.060, 0.117, 0.154, 0.055]
}

Entry 4:
{
  "formula": "C4H6AlO3",
  "method": "ωB97M-V/def2-TZVPD",
  "total_energy_ha": -623.32795,
  "total_charge": 2,
  "spin_multiplicity": 2,
  "lumo_ev": [-12.64, -12.60],
  "e_homo_ev": [-19.46, -21.04],
  "e_above_lowest_kj_mol": 143.3,
  "elements": ["O", "O", "O", "C", "C", "C", "H", "H", "H", "Al", "C", "H", "H", "H"],
  "xyz": [[-1.472, -1.370, -0.868], [0.483, -0.986, 0.082], [-1.139, 0.523, 0.217], [1.442, 0.051, -0.136], [2.803, -0.525, -0.004], [-0.804, -0.768, -0.064], [3.551, 0.271, -0.100], [2.947, -1.017, 0.974], [3.006, -1.286, -0.779], [0.410, 1.595, -0.533], [-2.550, 0.813, 0.289], [-3.125, 0.518, -0.593], [-2.603, 1.903, 0.362], [-2.950, 0.277, 1.154]],
  "atomic_forces_ev_per_a": [[1.1, -0.2, 2.9], [5.3, 1.7, 0.6], [2.2, 1.2, 0.7], [0.0, -6.6, 1.7], [-0.4, 1.8, -0.2], [-3.8, -0.6, -5.7], [-0.1, -0.2, -0.1], [-0.4, -0.1, -0.1], [-0.3, -0.1, 0.0], [-2.0, 2.4, -0.2], [-2.2, 0.9, 0.1], [0.7, -0.2, -0.1], [-0.1, -0.3, 0.4], [0.2, 0.4, 0.0]],
  "lowdin_charge": [0.298, 0.158, -0.139, 0.000, 0.044, -0.509, 0.120, 0.158, 0.163, 1.238, 0.065, 0.134, 0.125, 0.144]
}

Entry 5:
{
  "formula": "C3H3BiO2",
  "method": "ωB97M-V/def2-TZVPD",
  "total_energy_ha": -479.66371,
  "total_charge": 3,
  "spin_multiplicity": 2,
  "lumo_ev": [-18.94, -18.92],
  "e_homo_ev": [-24.66, -27.04],
  "e_above_lowest_kj_mol": 30.6,
  "elements": ["O", "O", "C", "C", "C", "H", "H", "H", "Bi"],
  "xyz": [[-0.546, 1.173, -0.180], [0.715, -1.914, -0.725], [-1.774, 0.860, -0.280], [-2.141, -0.482, 0.042], [1.265, -0.984, -0.349], [-2.468, 1.531, -0.803], [-1.770, -0.889, 0.986], [-2.981, -0.941, -0.480], [1.119, 0.913, 1.036]],
  "atomic_forces_ev_per_a": [[1.8, 1.1, 1.4], [2.5, 3.4, 1.1], [-1.4, -2.0, -1.3], [-1.1, 1.2, 0.6], [-2.3, -4.5, -1.7], [0.2, 0.3, 0.0], [0.1, -0.5, -0.3], [0.0, -0.2, 0.1], [0.2, 1.2, 0.1]],
  "lowdin_charge": [-0.308, 0.296, -0.082, 0.306, -0.021, 0.201, 0.124, 0.149, 2.335]
}

Entry 6:
{
  "formula": "C2H6FNO2S",
  "method": "ωB97M-V/def2-TZVPD",
  "total_energy_ha": -782.97217,
  "lumo_ev": 0.46,
  "e_homo_ev": -8.75,
  "e_above_lowest_kj_mol": 200.9,
  "elements": ["C", "S", "O", "O", "F", "H", "H", "H", "C", "N", "H", "H", "H"],
  "xyz": [[-1.155, 1.514, -0.536], [-1.774, 0.050, -0.150], [-1.808, -0.898, -1.234], [-1.136, -0.618, 1.039], [-3.213, 0.062, 0.619], [-0.924, 1.765, -1.595], [-0.845, 2.224, 0.117], [-0.232, -0.907, 0.660], [2.319, -0.282, 0.045], [1.526, -1.099, 0.618], [3.392, -0.285, 0.000], [1.777, 0.347, -0.650], [2.073, -1.873, 1.067]],
  "atomic_forces_ev_per_a": [[-0.7, -2.7, -2.3], [-0.3, 1.3, -2.4], [-0.8, 0.8, 0.3], [1.5, -0.6, 1.2], [0.8, 0.3, -1.0], [-0.8, -0.8, 0.9], [0.4, 1.6, 2.4], [0.2, 0.0, 1.0], [-1.9, -0.6, -0.9], [1.7, -1.1, 0.2], [0.5, -0.2, 0.4], [0.3, 1.0, 0.1], [-0.8, 0.9, 0.1]],
  "lowdin_charge": [-0.219, 0.648, -0.295, -0.195, -0.207, 0.049, -0.025, 0.051, -0.055, 0.027, 0.071, 0.062, 0.089]
}